Entry 1:
Computed, not measured: a molecular structure, C44H58FHfN6O3P3S, with ωB97M-V with the def2-TZVPD basis set.

Values from the calculation:
Orbital gap   6.8535 eV
Total energy   -3834.7782 Eh

ORCA input file:
```
! wB97M-V def2-TZVPD RIJCOSX def2/J DEFGRID3
* xyz 4 1
Hf -3.5919 -26.1837 -7.9853
C -4.9651 -29.4603 -5.6715
P -4.1468 -27.8279 -5.7187
C -5.2313 -26.9064 -4.5384
C -2.6442 -28.1453 -4.6643
C -1.6473 -26.9978 -4.7751
P -1.0745 -26.6107 -6.5343
C 0.2529 -27.8940 -6.7258
C -0.0123 -25.1608 -6.1841
H -5.2444 -29.6919 -4.6327
H -4.2889 -30.2512 -6.0230
H -5.8712 -29.4600 -6.3003
H -5.5390 -27.5449 -3.6767
H -6.1453 -26.5949 -5.0849
H -4.7201 -26.0133 -4.1561
H -2.1881 -29.0899 -5.0154
H -2.9532 -28.3166 -3.6261
H -0.7733 -27.2208 -4.1478
H -2.0670 -26.0631 -4.3715
H 0.9589 -27.7755 -5.8970
H 0.8022 -27.7650 -7.6748
H -0.1693 -28.9154 -6.7056
H 0.6813 -25.3694 -5.3368
H -0.6405 -24.3047 -5.9294
H 0.5880 -24.9148 -7.0821
F -1.3857 -22.1902 -2.6092
C -2.5950 -22.1396 -3.2357
C -2.8420 -23.0490 -4.2459
C -4.1082 -23.0823 -4.9044
C -4.3649 -23.9539 -6.0159
O -3.4614 -24.8811 -6.3771
C -5.5164 -23.7445 -6.8268
C -6.4047 -22.7496 -6.4513
N -6.2824 -22.0326 -5.2748
C -7.2589 -21.1095 -4.9583
C -8.7574 -21.4811 -5.0389
C -8.1041 -21.2907 -3.6768
C -5.0592 -22.0883 -4.5604
C -4.7771 -21.1787 -3.5302
C -3.5481 -21.1600 -2.8186
N -3.3603 -20.2953 -1.7599
C -3.8956 -18.9523 -1.8060
C -4.4967 -18.5384 -0.4685
N -3.5368 -18.7749 0.6938
C -2.9350 -20.1716 0.7069
C -2.4378 -20.6046 -0.6843
C -5.6422 -24.5829 -8.1034
O -5.7762 -24.1031 -9.2506
O -5.5214 -25.9041 -7.9123
H -2.0755 -23.7749 -4.5539
H -7.3107 -22.5069 -7.0295
H -7.1129 -20.0452 -5.1380
H -8.9795 -22.5182 -5.3057
H -9.3157 -20.6150 -5.3882
H -7.9094 -22.2193 -3.1361
H -8.2913 -20.3274 -3.2301
H -5.5569 -20.4838 -3.1834
H -4.6746 -18.8682 -2.5735
H -3.0897 -18.2564 -2.0791
H -5.4007 -19.1055 -0.2557
H -4.7231 -17.4553 -0.4812
H -4.0288 -18.6004 1.5781
H -2.7561 -18.0757 0.6695
H -3.6915 -20.8790 1.0824
H -2.0921 -20.1713 1.4147
H -2.2752 -21.6962 -0.6608
H -1.4526 -20.1412 -0.8744
N -4.3685 -26.3678 -10.3534
C -4.6696 -27.6029 -11.0537
C -5.5798 -27.6207 -12.1028
C -5.7346 -28.7845 -12.8811
C -5.0112 -29.9174 -12.5625
C -4.1140 -29.9255 -11.4953
C -3.9450 -28.7512 -10.7220
P -2.7710 -28.6106 -9.3380
C -2.5706 -30.3066 -8.6982
C -3.7096 -31.1191 -8.5953
C -3.5816 -32.4492 -8.1955
C -2.3461 -33.0182 -7.9679
C -1.2053 -32.2150 -8.0684
C -1.3126 -30.8790 -8.4320
C -1.1632 -28.2476 -10.1670
C -0.5189 -27.0293 -9.9929
C 0.6300 -26.7288 -10.6953
C 1.1497 -27.6156 -11.6272
C 0.4873 -28.8229 -11.8430
C -0.6567 -29.1552 -11.1109
H -5.1768 -25.7177 -10.2913
H -3.6395 -25.8623 -10.8606
H -6.1425 -26.7048 -12.3778
H -6.4263 -28.7810 -13.7237
H -5.1125 -30.8470 -13.1466
H -3.4965 -30.8060 -11.2804
H -4.6950 -30.7215 -8.8515
H -4.5135 -33.0182 -8.0721
H -2.2346 -34.0713 -7.6821
H -0.1988 -32.6306 -7.8881
H -0.4165 -30.2506 -8.5040
H -0.9241 -26.3079 -9.2643
H 1.1806 -25.7990 -10.4653
H 2.0476 -27.3865 -12.1959
H 0.8603 -29.4874 -12.6463
H -1.1417 -30.1314 -11.2411
C -3.3553 -23.0626 -12.6555
N -3.2273 -23.4312 -11.2346
C -2.1057 -23.4657 -10.4847
S -2.1650 -24.0272 -8.8385
N -0.9073 -23.1339 -10.9933
C -0.6576 -22.2964 -12.1985
H -4.3807 -23.2776 -12.9808
H -2.6868 -23.6795 -13.2773
H -3.1392 -21.9999 -12.8308
H -4.0510 -23.4718 -10.6350
H -0.0890 -23.3136 -10.4316
H -1.2965 -21.3949 -12.1970
H -0.7963 -22.8634 -13.1362
H 0.3861 -21.9646 -12.1748
*
```

Here are the Löwdin charges for atoms 1 to 99, given in e: 1.277, -0.241, 0.829, -0.237, -0.373, -0.397, 0.809, -0.226, -0.261, 0.066, 0.037, 0.064, 0.075, 0.057, 0.035, 0.092, 0.105, 0.100, 0.061, 0.062, 0.051, 0.036, 0.079, 0.012, 0.056, 0.075, -0.147, 0.104, -0.054, -0.226, -0.358, -0.019, 0.119, 0.020, -0.297, -0.045, -0.061, -0.077, 0.086, -0.105, -0.081, -0.118, -0.064, 0.074, -0.061, -0.117, -0.501, 0.065, -0.205, 0.111, 0.175, 0.162, 0.119, 0.122, 0.122, 0.108, 0.118, 0.130, 0.149, 0.142, 0.155, 0.192, 0.207, 0.148, 0.151, 0.145, 0.146, -0.004, -0.304, -0.004, -0.030, -0.044, -0.054, -0.306, 1.031, -0.380, -0.131, -0.063, -0.040, -0.047, -0.104, -0.365, -0.180, -0.085, -0.045, -0.035, -0.065, 0.080, 0.083, 0.133, 0.129, 0.135, 0.118, 0.114, 0.129, 0.131, 0.130, 0.098, -0.015

Entry 2:
Computed, not measured: 19 unconnected molecules or ions with the total composition C76H158O38, with ωB97M-V with the def2-TZVPD basis set.

Values from the calculation:
Orbital gap   9.5329 eV
Total energy   -5849.1493 Eh

ORCA input file:
```
! wB97M-V def2-TZVPD RIJCOSX def2/J DEFGRID3
* xyz 0 1
C 20.0015 21.0350 16.2680
O 20.5076 19.7682 15.7943
C 21.3515 19.9057 14.5971
C 20.5511 20.1511 13.2306
O 19.7652 19.0053 12.9301
C 18.4219 19.1395 13.2463
H 19.3448 21.5714 15.6161
H 20.8431 21.6966 16.4634
H 19.4221 20.8487 17.1788
H 21.8644 18.9706 14.4404
H 22.0793 20.6943 14.8452
H 21.2702 20.2987 12.4721
H 19.9824 21.0758 13.3216
H 17.8961 18.3115 12.8072
H 18.0699 20.1206 12.9479
H 18.2785 19.0497 14.3196
C 13.2728 19.8810 18.7596
O 12.2958 19.1996 19.5680
C 10.9411 19.7551 19.4629
C 10.1515 19.3086 18.3081
O 10.5407 19.8209 17.0857
C 10.3162 18.9833 15.9601
H 13.3537 20.8325 19.2461
H 12.9753 20.0686 17.7175
H 14.2370 19.3794 18.7473
H 10.9682 20.8192 19.6056
H 10.3510 19.3733 20.3535
H 9.1332 19.6161 18.5030
H 10.0940 18.1967 18.3350
H 9.3493 18.6306 15.7616
H 11.0732 18.1121 15.9809
H 10.5660 19.5729 15.0936
C 15.9723 9.0059 18.8763
O 15.5369 10.1210 19.6108
C 16.0411 10.1246 20.9610
C 15.2336 11.2159 21.6538
O 15.8504 12.3850 21.1177
C 15.5750 13.4969 21.9874
H 15.7475 8.0070 19.3195
H 17.0198 8.9322 18.7550
H 15.4425 8.9885 17.9314
H 17.0448 10.4014 20.9518
H 15.8880 9.1094 21.3000
H 15.3928 11.1043 22.7288
H 14.1829 11.2176 21.3391
H 14.6589 13.9593 21.6170
H 16.5129 14.1037 22.0587
H 15.3997 13.1196 22.9832
C 14.8441 24.3882 20.7411
O 13.8308 23.6609 20.0837
C 13.3594 24.4004 18.9510
C 12.8507 23.4388 17.8578
O 11.6281 22.8371 18.0722
C 10.5417 23.6176 17.6460
H 15.2621 23.7071 21.4916
H 14.3980 25.2339 21.2619
H 15.6612 24.8583 20.0757
H 14.1769 25.0199 18.5589
H 12.5102 25.0765 19.2666
H 13.5711 22.5393 17.8424
H 12.9215 24.0422 16.9694
H 9.6678 23.0966 18.0025
H 10.5130 23.6836 16.5143
H 10.6522 24.6650 18.0732
C 10.7901 13.4629 14.7443
O 10.9334 14.6358 14.0085
C 12.0195 14.7085 13.1519
C 11.8859 16.0045 12.3200
O 12.1263 17.1395 13.0921
C 13.5258 17.2684 13.3786
H 11.4249 13.3852 15.5862
H 11.0139 12.6029 14.1241
H 9.7607 13.4044 15.0643
H 11.9473 13.8344 12.4368
H 12.9552 14.6283 13.7032
H 10.7829 16.0934 12.0979
H 12.4900 15.8617 11.3948
H 14.1274 16.6233 12.7450
H 13.7589 16.9031 14.3376
H 13.8137 18.2697 13.1852
C 11.0821 16.7655 22.1529
O 10.7639 17.2061 23.4590
C 10.1115 18.4980 23.5104
C 9.7875 18.9025 24.9348
O 9.7073 20.2967 25.0300
C 9.1307 20.7475 26.2457
H 11.5427 15.8077 22.3427
H 11.8842 17.3965 21.6740
H 10.2831 16.7528 21.4323
H 9.1542 18.4233 22.8837
H 10.6108 19.3700 23.0232
H 10.6133 18.4782 25.6307
H 8.8494 18.4627 25.2491
H 8.9397 21.8146 26.1402
H 9.8275 20.5514 27.0791
H 8.1396 20.3804 26.4833
C 13.3147 20.8888 12.1635
O 14.2829 21.8864 12.5309
C 14.7648 21.7835 13.8097
C 15.8166 22.8130 14.1793
O 16.9473 22.6574 13.3494
C 17.8049 23.7561 13.3208
H 13.6647 19.8697 11.9938
H 13.0018 21.2345 11.1435
H 12.5127 20.8828 12.8401
H 15.2417 20.7972 13.9366
H 13.9993 21.8298 14.5493
H 16.0192 22.8811 15.2650
H 15.3169 23.7481 13.8754
H 17.4088 24.6570 12.9006
H 18.6974 23.5039 12.7210
H 18.1806 23.9733 14.2696
C 14.8595 18.4268 16.2037
O 15.7896 19.3220 16.7777
C 16.8939 18.5336 17.3327
C 16.6344 18.1679 18.7882
O 15.5980 17.2718 18.9003
C 15.1663 16.9230 20.2286
H 14.2368 18.9499 15.5338
H 14.3094 17.8760 17.0006
H 15.2404 17.6526 15.5093
H 17.7929 19.0826 17.2830
H 17.0539 17.6281 16.7130
H 16.4359 19.0586 19.4323
H 17.5650 17.7582 19.1639
H 15.3360 15.8567 20.5058
H 14.0844 17.2005 20.3493
H 15.7291 17.5090 20.9068
C 12.2300 14.6120 18.9990
O 12.5845 13.6866 18.0514
C 13.6982 12.7529 18.2313
C 14.3805 12.4564 16.8822
O 13.5099 11.5504 16.1152
C 14.1031 11.3351 14.8215
H 11.4986 15.2944 18.5908
H 13.0359 15.2314 19.3983
H 11.7154 14.1389 19.8102
H 13.2507 11.8340 18.5807
H 14.3956 13.1392 18.9506
H 15.3914 11.9977 17.1563
H 14.4975 13.4235 16.4054
H 15.0543 10.7728 14.9384
H 14.4997 12.2477 14.4398
H 13.3443 10.9442 14.1221
C 13.4149 20.5345 22.0087
O 14.1662 21.4954 22.6867
C 13.3711 22.3337 23.5110
C 14.3421 23.2711 24.2088
O 15.4491 22.5576 24.7004
C 15.8465 22.8834 26.0182
H 12.5365 20.9929 21.5326
H 13.0346 19.7829 22.6620
H 14.1231 19.9853 21.2828
H 12.7420 21.7891 24.2218
H 12.6529 22.9121 22.8550
H 13.9904 23.9180 24.9351
H 14.7270 23.9999 23.5061
H 16.9129 22.7146 26.0834
H 15.3536 22.2063 26.7505
H 15.7230 23.9743 26.2884
C 16.0580 14.5556 14.5197
O 17.0311 14.7035 13.4633
C 17.3820 13.6110 12.7294
C 17.2101 14.0186 11.2768
O 15.8193 14.1801 11.1706
C 15.4122 15.1455 10.2901
H 15.0731 14.2267 14.1260
H 15.8451 15.4715 15.0357
H 16.4097 13.8086 15.2124
H 16.7056 12.7778 12.8603
H 18.3690 13.2014 12.9682
H 17.7089 13.3016 10.5874
H 17.7925 14.9350 10.9962
H 15.6250 16.1359 10.5688
H 14.2943 15.0728 10.2995
H 15.7764 14.9238 9.2578
O 16.8913 10.2698 26.2588
C 17.6340 10.8786 25.5421
O 17.7331 12.2668 25.5584
C 18.7496 12.6825 24.6865
C 19.6135 11.4736 24.4425
C 18.6370 10.3528 24.5249
H 19.2819 13.4110 25.2108
H 18.2511 13.1057 23.7561
H 20.2650 11.3592 25.2791
H 20.1576 11.6602 23.4636
H 19.0706 9.3747 24.7623
H 18.1624 10.1791 23.6072
O 14.0225 16.7136 23.9474
C 13.5065 15.8682 24.6257
O 13.1031 14.6562 24.1499
C 12.4195 13.8825 25.1904
C 12.1903 14.7840 26.4318
C 13.0969 16.0110 26.0529
H 13.0958 13.0706 25.4430
H 11.5258 13.5429 24.7310
H 12.5391 14.2841 27.3381
H 11.1488 15.0368 26.5555
H 13.9941 16.1544 26.6362
H 12.4206 16.8325 26.2113
O 16.3883 24.1769 17.3759
C 16.7690 23.6635 18.4054
O 17.7222 24.2676 19.2418
C 18.0594 23.4477 20.3095
C 17.7091 22.0182 19.8190
C 16.5250 22.2837 18.8953
H 17.4475 23.7517 21.1774
H 19.1091 23.5150 20.5269
H 17.5321 21.2828 20.6280
H 18.6409 21.6438 19.2985
H 15.5651 22.3020 19.3903
H 16.5778 21.5219 18.1147
O 15.7303 18.7982 11.5282
C 16.4971 19.4377 10.8982
O 17.5146 18.8100 10.2388
C 18.2867 19.7143 9.5075
C 17.3652 20.8831 9.1898
C 16.5234 20.9170 10.5227
H 18.7085 19.2188 8.6067
H 19.1454 20.1530 10.1162
H 16.6959 20.6436 8.3588
H 17.8034 21.8589 8.9258
H 15.5081 21.2790 10.5165
H 17.1320 21.3405 11.3445
O 21.5996 13.4641 15.9733
C 21.0219 14.4391 15.5825
O 20.5078 14.5858 14.3220
C 19.9288 15.8839 14.2641
C 19.4872 16.2327 15.6549
C 20.6896 15.6900 16.3416
H 19.0631 15.8808 13.5784
H 20.6153 16.6146 13.8829
H 18.5562 15.6837 15.8328
H 19.2329 17.3049 15.8104
H 20.5338 15.3977 17.3615
H 21.6429 16.2934 16.3954
O 19.5181 12.6824 21.4903
C 18.9809 12.9692 20.4753
O 18.6698 12.0260 19.5521
C 18.1275 12.6180 18.3249
C 17.6505 14.0414 18.7321
C 18.5501 14.3446 19.9538
H 17.3030 11.9812 18.0689
H 18.9433 12.6659 17.5770
H 16.5862 14.1364 19.0371
H 17.8414 14.7728 17.8941
H 18.0292 14.9451 20.7080
H 19.4464 15.0199 19.8132
O 22.9604 21.4372 18.4300
C 22.1855 20.6564 18.9334
O 21.3874 21.0595 19.9337
C 20.6942 19.9589 20.5830
C 20.6593 18.8079 19.5080
C 21.9831 19.1661 18.7092
H 19.7187 20.3856 20.9088
H 21.2145 19.6609 21.4738
H 19.7381 18.8270 18.8572
H 20.7367 17.8472 19.9397
H 21.9854 18.8901 17.6535
H 22.9063 18.6220 19.0498
O 18.8526 17.0366 21.9122
C 18.2503 17.4071 22.9339
O 17.9328 18.7029 23.1629
C 16.8482 18.7365 24.1681
C 17.1420 17.5188 25.1042
C 17.7077 16.5327 24.0141
H 15.8770 18.6247 23.5816
H 16.9065 19.7665 24.5754
H 16.2028 17.1200 25.5990
H 17.8094 17.7573 25.9085
H 16.9081 16.0248 23.5677
H 18.4115 15.7885 24.3564
*
```

Here are the Löwdin charges for atoms 1 to 99, given in e: -0.076, -0.228, -0.119, -0.157, -0.171, -0.099, 0.070, 0.089, 0.069, 0.107, 0.124, 0.104, 0.107, 0.085, 0.076, 0.085, -0.085, -0.206, -0.178, -0.258, -0.175, -0.080, 0.054, 0.096, 0.062, 0.108, 0.130, 0.123, 0.137, 0.065, 0.120, 0.075, -0.121, -0.195, -0.162, -0.168, -0.210, -0.075, 0.094, 0.072, 0.086, 0.096, 0.122, 0.120, 0.136, 0.084, 0.083, 0.069, -0.120, -0.195, -0.176, -0.222, -0.203, -0.098, 0.076, 0.093, 0.110, 0.112, 0.135, 0.139, 0.117, 0.080, 0.107, 0.099, -0.095, -0.176, -0.220, -0.207, -0.158, -0.077, 0.059, 0.081, 0.091, 0.141, 0.102, 0.145, 0.112, 0.085, 0.052, 0.048, -0.105, -0.192, -0.187, -0.231, -0.188, -0.106, 0.072, 0.091, 0.080, 0.142, 0.118, 0.144, 0.116, 0.086, 0.095, 0.081, -0.067, -0.175, -0.240

Entry 3:
Computed, not measured: 2 unconnected molecules or ions with the total composition C8H11NO8P, with ωB97M-V with the def2-TZVPD basis set.

Values from the calculation:
Orbital gap   3.1637 eV
Total energy   -1309.5178 Eh

ORCA input file:
```
! wB97M-V def2-TZVPD RIJCOSX def2/J DEFGRID3
* xyz -1 1
O -0.6078 -1.4209 1.6583
P -1.3673 -0.9642 0.5143
O -2.5895 -1.9059 0.1747
O -0.7198 -0.6272 -0.8280
N -1.9115 0.7103 1.0218
C -2.8574 1.4781 0.1667
C -4.2612 0.8608 0.2081
O -4.3938 0.1554 1.4262
H -2.9149 -1.7502 -0.7223
H -0.3053 0.2799 -0.9911
H -2.2554 0.6620 1.9819
H -1.0185 1.2218 1.0575
H -2.9121 2.4918 0.5627
H -2.4548 1.5662 -0.8399
H -4.9910 1.6708 0.1417
H -4.4311 0.2345 -0.6712
H -4.9169 -0.6366 1.2913
C 2.6355 -0.4253 0.3819
C 3.8888 -0.9483 0.8335
C 5.0971 -0.8067 -0.1487
O 6.2154 -1.1793 0.2354
C 4.8389 -0.2657 -1.4259
C 3.5993 0.2322 -1.8676
C 2.4341 0.1754 -0.8415
O 1.3236 0.6937 -1.1958
O 3.3574 0.7094 -2.9884
O 4.0598 -1.4818 1.9265
H 1.7737 -0.4945 1.0437
H 5.6848 -0.2356 -2.1058
*
```

natural (NBO) charges in e: -1.028, 2.474, -0.964, -1.016, -0.821, -0.256, -0.081, -0.732, 0.511, 0.563, 0.461, 0.465, 0.219, 0.245, 0.189, 0.173, 0.496, -0.546, 0.451, 0.406, -0.671, -0.567, 0.423, 0.402, -0.833, -0.693, -0.629, 0.170, 0.191

Entry 4:
Computed, not measured: a single C14H15Cl2N2OPS molecule, with ωB97M-V with the def2-TZVPD basis set.

Values from the calculation:
SMILES string   C[P@@](=O)(Nc1cc(Cl)ccc1Cl)c1nc2c(s1)CCCC2
Orbital gap   9.0932 eV
Total energy   -2387.2632 Eh

ORCA input file:
```
! wB97M-V def2-TZVPD RIJCOSX def2/J DEFGRID3
* xyz 0 1
C -0.8935 -1.1211 -3.4055
P -1.1485 -0.6706 -1.6599
O -2.5238 -0.6766 -1.1696
N -0.1141 -1.7651 -0.8749
C -0.1597 -1.9542 0.5034
C -1.3575 -2.2796 1.1322
C -1.3829 -2.5010 2.4977
C -0.2295 -2.4239 3.2641
C 0.9667 -2.1088 2.6452
C 0.9980 -1.8710 1.2836
Cl 2.5009 -1.4435 0.5259
H 1.8759 -2.0400 3.2216
H -0.2655 -2.6070 4.3254
Cl -2.8781 -2.8959 3.2555
H -2.2556 -2.3427 0.5411
H 0.8413 -1.6775 -1.2138
C -0.3137 0.9163 -1.4469
N 0.8694 1.1533 -1.9057
C 1.3283 2.3639 -1.5187
C 0.4699 3.0791 -0.7282
S -0.9841 2.1822 -0.4557
C 0.7539 4.4273 -0.1676
H -0.1299 5.0640 -0.2457
C 1.9367 5.0492 -0.9147
C 3.0805 4.0441 -1.0393
C 2.6696 2.8737 -1.9319
H 3.3968 2.0619 -1.8755
H 2.6185 3.1959 -2.9763
H 3.9630 4.5308 -1.4570
H 3.3393 3.6709 -0.0462
H 2.2737 5.9400 -0.3827
H 1.6159 5.3527 -1.9132
H 0.9936 4.3321 0.8967
H 0.1413 -0.9770 -3.6998
H -1.5415 -0.4923 -4.0124
H -1.1860 -2.1620 -3.5304
*
```

natural (NBO) charges in e: -1.005, 2.089, -1.077, -0.941, 0.124, -0.197, -0.045, -0.244, -0.204, -0.071, -0.005, 0.231, 0.231, 0.017, 0.254, 0.420, -0.368, -0.422, 0.105, -0.203, 0.479, -0.438, 0.224, -0.386, -0.391, -0.425, 0.228, 0.214, 0.213, 0.200, 0.214, 0.200, 0.217, 0.255, 0.254, 0.255

- What is the formula in the fourth record?
  C14H15Cl2N2OPS

- Which of these has the highest total energy?
  C8H11NO8P